DFT (wB97M-V/def2-TZVPD) results for a 5-piece molecular cluster, C30H41F3N2O14S2 overall at a distorted geometry.

Last column: Löwdin charge in e.
Positions of all 92 atoms, in Å:
C (1.8859, 1.1732, 7.7783)  0.063
C (1.4839, 1.5721, 6.7063)  -0.135
C (1.2054, 2.0575, 5.2363)  -0.165
C (2.6200, 2.1073, 4.4507)  -0.163
C (2.8119, 0.8597, 3.4905)  -0.125
C (2.9011, 1.1596, 1.9223)  -0.335
C (4.2226, 0.3663, 1.4633)  -0.126
C (4.0475, -1.2087, 1.5113)  -0.255
C (5.3795, -2.0231, 1.8127)  -0.463
S (5.7451, -3.2945, 0.5287)  0.827
C (4.1731, -4.1328, 0.0267)  -1.030
S (3.8692, -4.1605, -1.6039)  0.687
N (3.2668, -4.7624, 0.9727)  -0.207
C (2.9838, -6.1806, 0.6742)  -0.174
C (1.5606, -6.4848, 0.0719)  -0.173
O (0.5939, -6.0170, 1.0648)  -0.160
C (0.6681, -4.5883, 0.9638)  -0.190
C (2.0726, -3.9456, 1.2962)  -0.151
C (1.5550, 0.4741, 1.3545)  -0.020
C (1.6368, 1.0646, -0.1281)  -0.376
O (1.1108, 0.5627, -1.1108)  0.056
N (2.4569, 2.2720, -0.1161)  0.100
C (2.6414, 2.5974, 1.3445)  -0.132
C (3.7231, 3.7291, 1.5232)  -0.410
F (4.2554, 4.2046, 0.3495)  0.124
F (4.7155, 3.3500, 2.4292)  0.104
F (3.0664, 4.8195, 2.1339)  0.064
H (2.2937, 0.6340, 8.6615)  0.045
H (0.7878, 3.1058, 5.3108)  0.109
H (0.5127, 1.3604, 4.6911)  0.100
H (3.3966, 2.0021, 5.2751)  0.113
H (2.7999, 3.1160, 3.9930)  0.090
H (1.9646, 0.1285, 3.6718)  0.114
H (3.7525, 0.2989, 3.7953)  0.122
H (4.3974, 0.6399, 0.3737)  0.130
H (5.1344, 0.6639, 2.0524)  0.116
H (3.6322, -1.5212, 0.5023)  0.092
H (3.2702, -1.5314, 2.2714)  0.094
H (6.2156, -1.2583, 1.9105)  0.086
H (5.3175, -2.5084, 2.8404)  0.085
H (3.7545, -6.5829, -0.0596)  0.120
H (3.0941, -6.7827, 1.6217)  0.131
H (1.3373, -5.9787, -0.9112)  0.108
H (1.4054, -7.5989, -0.0916)  0.136
H (0.2590, -4.2430, -0.0440)  0.104
H (-0.0728, -4.1786, 1.7263)  0.138
H (2.1451, -2.9949, 0.6718)  0.100
H (2.1088, -3.6074, 2.3719)  0.121
H (0.7239, 0.9184, 1.9785)  0.131
H (1.4352, -0.6343, 1.4806)  0.121
H (2.1052, 3.0374, -0.6973)  0.136
H (1.5807, 2.8220, 1.6643)  0.169
O (-3.8794, 4.3216, -3.2782)  0.156
C (-2.7475, 4.0096, -3.0642)  -0.538
O (-2.3208, 2.7270, -2.9087)  0.045
C (-0.8970, 2.7565, -2.8981)  -0.124
C (-0.5927, 4.1610, -2.4667)  -0.126
O (-1.7186, 4.8907, -2.9427)  0.075
H (-0.4993, 2.0118, -2.2096)  0.093
H (-0.5308, 2.5395, -3.9045)  0.146
H (-0.5395, 4.2641, -1.3784)  0.132
H (0.3310, 4.5408, -2.9033)  0.138
O (-2.5850, -0.5405, 2.6321)  0.158
C (-2.7344, -0.1059, 1.5320)  -0.553
O (-3.1485, -0.8414, 0.4630)  0.053
C (-3.4178, 0.0720, -0.5977)  -0.110
C (-2.5754, 1.2600, -0.2411)  -0.124
O (-2.5108, 1.1909, 1.1810)  0.061
H (-3.1440, -0.3587, -1.5609)  0.124
H (-4.4863, 0.3025, -0.6024)  0.142
H (-1.5622, 1.1904, -0.6448)  0.108
H (-3.0224, 2.1984, -0.5649)  0.131
O (-9.5435, 3.0637, -6.2015)  0.158
C (-8.6635, 3.4626, -5.5037)  -0.556
O (-8.8086, 3.7776, -4.1863)  0.058
C (-7.5036, 3.9901, -3.6567)  -0.133
C (-6.7028, 4.3504, -4.8733)  -0.134
O (-7.3834, 3.6633, -5.9193)  0.063
H (-7.5115, 4.7849, -2.9111)  0.134
H (-7.1577, 3.0657, -3.1862)  0.133
H (-6.7217, 5.4231, -5.0846)  0.137
H (-5.6675, 4.0224, -4.8020)  0.108
O (-1.5365, -2.2468, -5.1269)  0.169
C (-1.8203, -2.8078, -4.1161)  -0.547
O (-1.4776, -4.0931, -3.8248)  0.069
C (-1.7947, -4.3157, -2.4542)  -0.122
C (-2.8562, -3.2890, -2.1855)  -0.127
O (-2.5331, -2.2460, -3.0983)  0.043
H (-2.1489, -5.3343, -2.2973)  0.140
H (-0.8961, -4.1564, -1.8532)  0.111
H (-3.8608, -3.6571, -2.4109)  0.139
H (-2.8342, -2.9263, -1.1573)  0.123

* SMILES: C#CCCC[C@@]1(CCCSC(=S)N2CCOCC2)CC(=O)N[C@@H]1C(F)(F)F.O=C1OCCO1.O=C1OCCO1.O=C1OCCO1.O=C1OCCO1
* LUMO energy: -0.99 eV
* gap between HOMO and LUMO: 7.71 eV
* spin multiplicity: 1
* charge: 0
* HOMO: -8.7 eV


DFT (wB97M-V/def2-TZVPD) results for one molecule with the formula C5H2ClN at a distorted geometry.

Last column: Löwdin charge in e.
Positions of all 9 atoms, in Å:
C (-1.9278, -1.4423, -1.1794)  -0.284
C (-1.2864, -0.2880, -1.1737)  -0.004
C (-0.2659, 0.4390, -0.5327)  -0.593
C (0.6865, 0.3834, 0.4697)  -0.072
C (1.5719, 0.3946, 1.3962)  0.049
N (-2.5911, -2.4007, -1.3117)  0.171
Cl (-0.1163, 2.0916, -1.2899)  0.564
H (1.3342, 0.7211, 2.3995)  0.086
H (2.5949, 0.1014, 1.2221)  0.083

* LUMO energy (alpha / beta): -2.49 / -2.49 eV
* gap between HOMO and LUMO (alpha / beta): 6.62 / 6.64 eV
* spin multiplicity: 1
* charge: 0
* HOMO (alpha / beta): -9.1 / -9.1 eV
* relative energy (zero: lowest compared OMol25 entry of this formula, charge and spin): 76.03 kcal/mol


DFT (wB97M-V/def2-TZVPD) results for one molecule with the formula C4H5NO at a distorted geometry.

Last column: Mulliken spin population.
Positions of all 11 atoms, in Å:
C (-0.7993, 0.8452, -0.0676)  0.025
C (0.5225, 1.0088, -0.0390)  0.058
C (0.7579, -1.2564, -0.0916)  0.592
C (-1.4533, -0.4524, -0.0071)  0.759
N (1.3986, -0.1463, 0.0050)  0.047
O (2.6343, 0.2008, -0.0584)  0.454
H (-1.5282, 1.6107, 0.0233)  0.044
H (1.1610, 1.9543, 0.0688)  0.007
H (1.0447, -2.2564, 0.3028)  0.013
H (-1.9579, -0.7297, 0.8481)  0.015
H (-1.7804, -0.7787, -0.9842)  -0.015

* LUMO energy (alpha / beta): 0.10 / -2.32 eV
* gap between HOMO and LUMO (alpha / beta): 6.62 / 6.66 eV
* spin multiplicity: 3
* charge: 0
* HOMO (alpha / beta): -6.5 / -9.0 eV
* relative energy (zero: lowest compared OMol25 entry of this formula, charge and spin): 97.61 kcal/mol
* <S²>: 2.017


DFT (wB97M-V/def2-TZVPD) results for C37H95N5O12 as an isolated structure at a distorted geometry.

Last column: Löwdin charge in e.
Positions of all 149 atoms, in Å:
C (8.2774, -14.5275, -3.6616)  -0.183
C (9.1982, -14.3754, -4.8370)  -0.264
C (8.7171, -13.3950, -5.8967)  -0.127
O (10.3781, -13.7119, -4.3242)  -0.166
H (7.3293, -15.0185, -3.8812)  0.132
H (8.0062, -13.5594, -3.2404)  -0.081
H (8.7896, -15.1168, -2.9010)  0.073
H (9.3743, -15.3843, -5.2102)  0.126
H (9.5081, -13.2776, -6.6374)  0.056
H (8.4813, -12.3799, -5.5772)  -0.002
H (7.8453, -13.5949, -6.5196)  0.100
H (10.9696, -14.4590, -4.2076)  -0.098
C (12.2141, -14.0611, -3.2692)  -0.065
C (11.8996, -15.5589, -3.3732)  -0.307
C (11.4177, -16.2356, -2.1076)  -0.001
O (10.8822, -15.6620, -4.4267)  -0.121
H (11.3699, -13.4788, -2.8999)  0.092
H (12.4506, -13.6309, -4.2424)  0.079
H (13.0610, -14.0273, -2.5838)  0.115
H (12.8159, -16.0261, -3.7342)  0.123
H (12.0414, -16.1754, -1.2158)  0.101
H (11.1317, -17.2749, -2.2690)  0.060
H (10.5122, -15.7205, -1.7866)  0.074
H (10.7032, -16.5864, -4.6136)  -0.073
C (12.3080, -11.4656, -4.5312)  -0.049
C (11.7105, -11.6830, -5.8904)  -0.466
C (10.2328, -11.4734, -6.0658)  -0.081
O (12.3899, -10.9122, -6.8143)  -0.048
H (11.7172, -12.0617, -3.8358)  0.047
H (12.3055, -10.4111, -4.2551)  0.089
H (13.3436, -11.7428, -4.3344)  0.094
H (11.9870, -12.6997, -6.1694)  0.136
H (9.7339, -12.0611, -5.2952)  0.052
H (9.8259, -11.7670, -7.0334)  0.072
H (9.9498, -10.4237, -5.9868)  0.072
H (12.0803, -10.0132, -6.6820)  0.097
C (6.3152, -16.7249, -2.1548)  -0.096
O (7.1121, -17.4042, -3.1403)  -0.205
C (8.5537, -17.5852, -2.8729)  -0.123
C (9.3119, -18.1010, -4.0970)  -0.139
N (10.7537, -17.7771, -4.1511)  -0.086
C (11.3966, -18.4254, -5.3394)  -0.082
C (12.8612, -17.9167, -5.4875)  -0.224
O (13.6676, -18.4622, -4.4983)  -0.192
C (15.0278, -18.1958, -4.7306)  -0.102
H (5.3004, -16.5269, -2.4997)  0.114
H (6.7416, -15.7924, -1.7852)  0.041
H (6.2542, -17.4296, -1.3255)  0.106
H (8.5966, -18.2427, -2.0047)  0.127
H (8.9048, -16.6111, -2.5325)  0.077
H (8.8761, -17.6154, -4.9701)  0.021
H (9.0883, -19.1678, -4.1133)  0.138
H (11.2930, -18.0464, -3.3407)  0.102
H (10.7797, -18.1282, -6.1875)  0.129
H (11.3991, -19.5154, -5.3436)  0.125
H (12.9867, -16.8365, -5.4121)  0.107
H (13.2526, -18.2334, -6.4543)  0.125
H (15.2052, -17.1314, -4.8847)  0.090
H (15.4248, -18.7452, -5.5842)  0.090
H (15.5010, -18.5479, -3.8140)  0.095
C (12.6640, -12.9011, -9.1487)  -0.111
O (11.4590, -13.3090, -9.6857)  -0.171
C (10.4845, -13.5895, -8.7058)  -0.230
C (9.3659, -14.1079, -9.5331)  -0.189
N (8.1357, -14.4346, -8.7874)  -0.046
C (8.2908, -15.4730, -7.8205)  -0.239
C (6.9049, -16.1026, -7.6074)  -0.203
O (6.7945, -17.3757, -6.9986)  -0.130
C (7.2402, -17.3728, -5.6415)  -0.079
H (13.0124, -13.6744, -8.4640)  0.088
H (12.5389, -11.9933, -8.5585)  0.067
H (13.3271, -12.7567, -10.0016)  0.096
H (10.1624, -12.7438, -8.0983)  0.088
H (10.8144, -14.3736, -8.0243)  0.132
H (9.7249, -14.8335, -10.2631)  0.122
H (9.0826, -13.3373, -10.2501)  0.123
H (7.4084, -14.6616, -9.4505)  0.107
H (8.6935, -15.1400, -6.8639)  0.060
H (8.9626, -16.2406, -8.2047)  0.129
H (6.3478, -16.1456, -8.5433)  0.118
H (6.2557, -15.3549, -7.1517)  0.124
H (7.2510, -18.3488, -5.1565)  0.112
H (6.5710, -16.6959, -5.1104)  0.109
H (8.2579, -17.0347, -5.4465)  0.032
C (7.3999, -17.2819, 5.9898)  -0.125
O (7.9167, -17.1769, 4.6915)  -0.176
C (6.9619, -17.6146, 3.7520)  -0.243
C (7.5950, -17.7391, 2.3801)  -0.185
N (7.4519, -16.4642, 1.6580)  -0.076
C (8.0736, -16.3703, 0.3354)  -0.176
C (7.8636, -14.9531, -0.2842)  -0.163
O (8.7008, -14.7018, -1.4164)  -0.216
C (8.6712, -13.3502, -1.8236)  -0.154
H (8.1695, -17.1425, 6.7490)  0.087
H (6.8364, -18.1868, 6.2171)  0.088
H (6.7789, -16.3942, 6.1100)  0.086
H (6.1975, -16.8376, 3.7495)  0.124
H (6.4810, -18.5810, 3.9030)  0.120
H (6.9986, -18.4343, 1.7892)  0.115
H (8.6148, -18.1178, 2.4489)  0.120
H (7.4958, -15.5766, 2.1379)  0.110
H (7.6631, -17.1098, -0.3522)  0.065
H (9.1021, -16.6729, 0.5320)  0.120
H (8.1688, -14.1877, 0.4293)  0.131
H (6.7923, -14.8041, -0.4194)  0.096
H (9.3321, -12.6819, -1.2716)  0.132
H (7.6639, -12.9640, -1.6676)  0.115
H (8.9330, -13.1372, -2.8600)  0.092
C (6.9192, -12.9551, -3.5976)  -0.242
O (5.5775, -13.1385, -3.2134)  -0.059
C (5.4401, -14.1930, -2.2514)  -0.264
C (4.0385, -14.1695, -1.8764)  -0.220
N (3.1332, -14.3695, -3.0005)  -0.029
C (1.7741, -14.6592, -2.5642)  -0.222
C (0.7754, -15.2315, -3.5551)  -0.209
O (1.0679, -16.5522, -4.0094)  -0.186
C (0.1586, -17.0560, -4.9141)  -0.148
H (7.5975, -12.8324, -2.7533)  0.024
H (7.1153, -12.0164, -4.1156)  -0.096
H (7.2060, -13.8554, -4.1410)  0.042
H (6.0166, -13.8673, -1.3856)  0.101
H (5.8894, -15.1700, -2.4289)  0.020
H (3.8614, -13.1697, -1.4800)  0.133
H (3.9513, -14.9120, -1.0832)  0.122
H (3.4333, -15.1702, -3.5380)  0.109
H (1.3211, -13.7192, -2.2490)  0.121
H (1.8243, -15.3163, -1.6960)  0.110
H (0.7626, -14.5478, -4.4039)  0.125
H (-0.1451, -15.2853, -2.9738)  0.123
H (-0.8121, -17.3966, -4.5537)  0.086
H (0.6475, -17.8595, -5.4649)  0.089
H (-0.0051, -16.2899, -5.6720)  0.082
C (7.2460, -11.0012, -6.6876)  0.008
C (7.8713, -10.3255, -5.4990)  -0.361
C (7.0919, -9.0530, -4.9954)  -0.145
O (7.2015, -7.9313, -5.8664)  -0.178
C (8.4551, -7.4179, -6.2571)  -0.102
N (7.8826, -11.2540, -4.3854)  0.043
H (6.8703, -10.2871, -7.4205)  0.103
H (6.3984, -11.5651, -6.2982)  0.113
H (7.9144, -11.7914, -7.0296)  0.054
H (8.8696, -9.9254, -5.6761)  0.067
H (7.4195, -8.8700, -3.9720)  0.113
H (6.0392, -9.2386, -4.7822)  0.131
H (8.3034, -6.6791, -7.0441)  0.091
H (9.1054, -8.1228, -6.7751)  0.072
H (8.9486, -7.0490, -5.3579)  0.093
H (8.3155, -10.8339, -3.5753)  0.158
H (8.2880, -12.1460, -4.6304)  0.034

* LUMO energy: 0.54 eV
* gap between HOMO and LUMO: 5.77 eV
* spin multiplicity: 1
* charge: 0
* HOMO: -5.2 eV
* relative energy (zero: lowest compared OMol25 entry of this formula, charge and spin): 831.72 kcal/mol


DFT (wB97M-V/def2-TZVPD) results for a 2-piece molecular cluster, C4H6N3O2 overall at a distorted geometry.

Last column: Löwdin charge in e.
Positions of all 15 atoms, in Å:
C (-0.1273, -0.9049, -0.8753)  -0.119
C (2.2494, -0.7886, -1.0167)  0.142
C (-0.1892, 0.8272, 0.6683)  -0.158
C (1.1008, 0.0902, 0.9419)  -0.079
N (-0.9263, -0.0190, -0.3990)  -0.004
N (1.2000, -0.6651, -0.3376)  -0.136
N (-3.4278, 0.2354, -0.3123)  -0.081
O (-3.7761, -0.0986, -1.3398)  0.380
O (-3.3887, 0.6919, 0.7449)  0.334
H (3.3462, -0.6542, -0.7681)  0.150
H (2.0665, -1.4496, -1.8979)  0.121
H (-0.9037, 0.8819, 1.5085)  0.111
H (-0.0407, 1.7199, 0.2542)  0.064
H (1.9726, 0.7495, 1.1284)  0.150
H (0.8443, -0.6159, 1.7004)  0.125

* LUMO energy (alpha / beta): -6.56 / -6.44 eV
* gap between HOMO and LUMO (alpha / beta): 5.45 / 5.66 eV
* spin multiplicity: 1
* charge: +1
* HOMO (alpha / beta): -12.0 / -12.1 eV
* relative energy (zero: lowest compared OMol25 entry of this formula, charge and spin): 226.72 kcal/mol


DFT (wB97M-V/def2-TZVPD) results for one molecule with the formula C17H16N4S2 at a distorted geometry.

Last column: Löwdin charge in e.
Positions of all 39 atoms, in Å:
C (0.9569, -1.0984, 5.3980)  -0.030
N (0.8606, -1.1101, 3.9083)  -0.056
C (-0.2082, -1.7311, 3.1216)  -0.718
S (-0.9976, -3.1441, 3.5364)  0.591
N (-0.2962, -1.1367, 1.8499)  -0.045
C (-1.3048, -1.3524, 0.8096)  -0.226
C (-0.8274, -2.5351, -0.0940)  -0.417
S (-2.0558, -2.6616, -1.4667)  0.968
C (-1.4823, -1.3044, -2.3589)  -0.623
N (-0.6914, -0.2490, -2.0068)  0.102
C (-0.6751, 0.6109, -3.1313)  -0.267
C (0.1404, 1.7456, -3.1288)  -0.002
C (0.1194, 2.5955, -4.3127)  -0.046
C (-0.6822, 2.0919, -5.4206)  -0.051
C (-1.3868, 0.7927, -5.3844)  -0.013
C (-1.4151, 0.1355, -4.1824)  -0.228
N (-1.8858, -1.1152, -3.7028)  0.080
C (0.5696, -0.0125, 1.9016)  -0.121
C (0.7190, 1.0917, 0.9697)  0.006
C (1.6819, 2.0505, 1.2765)  -0.096
C (2.4308, 1.9861, 2.4768)  -0.096
C (2.2804, 0.9468, 3.3829)  -0.029
C (1.2328, 0.0285, 3.1393)  -0.161
H (1.5678, -0.2619, 5.7434)  0.075
H (1.4553, -1.9791, 5.7674)  0.075
H (-0.0698, -0.9372, 5.8398)  0.107
H (-1.5113, -0.4201, 0.3339)  0.085
H (-2.2502, -1.7080, 1.3042)  0.116
H (0.1627, -2.3995, -0.4686)  0.065
H (-0.7171, -3.4397, 0.6302)  0.095
H (0.7423, 2.1370, -2.2327)  0.123
H (0.6550, 3.4547, -4.3592)  0.048
H (-0.7237, 2.6028, -6.3410)  0.066
H (-2.0494, 0.5929, -6.2372)  0.104
H (-2.5765, -1.6754, -4.2270)  0.157
H (0.1293, 1.0375, 0.0413)  0.079
H (1.9653, 2.8113, 0.5519)  0.095
H (3.2502, 2.6458, 2.8640)  0.116
H (2.8870, 0.9139, 4.2082)  0.074

* SMILES: Cn1c(=S)n(CCSc2nc3ccccc3[nH]2)c2ccccc21
* LUMO energy: 0.51 eV
* gap between HOMO and LUMO: 8.18 eV
* spin multiplicity: 1
* charge: 0
* HOMO: -7.7 eV
* relative energy (zero: lowest compared OMol25 entry of this formula, charge and spin): 0.00 kcal/mol